1.
{"formula": "C2H5IO3S", "method": "ωB97M-V/def2-TZVPD", "species": ["C", "C", "O", "O", "O", "S", "I", "H", "H", "H", "H", "H"], "positions_angstrom": [[-1.200, -2.375, -0.413], [1.563, 0.717, 0.790], [0.813, 3.002, 0.131], [-0.911, 1.420, 0.813], [-0.960, -1.483, 0.322], [0.450, 1.664, 0.048], [-0.310, 1.181, -2.291], [-2.282, -2.296, -0.828], [-0.425, -2.984, -0.765], [1.524, -0.339, 0.515], [2.626, 1.034, 0.718], [-0.889, 0.460, 0.960]], "gap_ev": [6.8, 6.5], "e_homo_ev": [-6.62, -9.22], "relative_energy_kj_mol": 6.5, "lumo_energy_ev": [0.150, -2.700], "spin_multiplicity": 3}

2.
{"formula": "C2H5IS", "method": "ωB97M-V/def2-TZVPD", "species": ["S", "C", "C", "I", "H", "H", "H", "H", "H"], "positions_angstrom": [[-1.765, -0.148, -1.242], [-0.695, 0.442, 0.070], [0.880, -0.333, 0.278], [1.812, 0.505, 1.928], [-0.724, -0.541, -1.995], [-0.960, 0.024, 1.087], [-0.688, 1.576, 0.043], [1.374, -0.159, -0.686], [0.766, -1.367, 0.518]], "gap_ev": 9.7, "e_homo_ev": -9.32, "relative_energy_kj_mol": 85.8, "lumo_energy_ev": 0.422, "spin_multiplicity": 1}

3.
{"formula": "C2H5IS", "method": "ωB97M-V/def2-TZVPD", "species": ["C", "C", "S", "I", "H", "H", "H", "H", "H"], "positions_angstrom": [[-0.081, 0.583, -0.043], [0.588, -0.572, -0.702], [0.268, -2.132, -0.104], [3.398, -0.126, 0.329], [-0.920, 0.103, 0.626], [0.547, 0.993, 0.734], [-0.414, 1.336, -0.811], [1.194, -0.479, -1.686], [-0.455, -1.638, 1.044]], "gap_ev": [6.5, 6.4], "e_homo_ev": [-8.14, -8.09], "relative_energy_kj_mol": 159.1, "lumo_energy_ev": [-1.627, -1.711], "spin_multiplicity": 1}

4.
{"formula": "C2H5N", "method": "ωB97M-V/def2-TZVPD", "species": ["C", "C", "N", "H", "H", "H", "H", "H"], "positions_angstrom": [[1.234, 0.017, 0.239], [-0.024, 0.500, 0.203], [-1.177, -0.335, -0.336], [1.933, 0.438, 0.936], [1.436, -0.863, -0.370], [-0.427, 1.519, 0.167], [-0.400, -0.367, -1.040], [-1.344, -1.240, 0.074]], "gap_ev": 10.4, "e_homo_ev": -9.23, "relative_energy_kj_mol": 217.5, "lumo_energy_ev": 1.181, "spin_multiplicity": 1}

5.
{"formula": "C2H5N2", "method": "ωB97M-V/def2-TZVPD", "species": ["C", "C", "N", "N", "H", "H", "H", "H", "H"], "positions_angstrom": [[-1.803, 0.509, 0.156], [2.044, -0.177, 0.071], [0.967, 0.303, 0.088], [-1.392, -0.541, -0.321], [-0.916, 1.119, 0.612], [-2.782, 0.901, 0.145], [2.640, -1.225, -0.088], [2.953, 0.497, 0.148], [-1.711, -1.386, -0.810]], "gap_ev": [6.4, 10.3], "e_homo_ev": [-14.42, -16.67], "relative_energy_kj_mol": 440.7, "lumo_energy_ev": [-8.052, -6.320], "spin_multiplicity": 1, "charge": 1}

6.
{"formula": "C2H5N2", "method": "ωB97M-V/def2-TZVPD", "species": ["C", "C", "N", "N", "H", "H", "H", "H", "H"], "positions_angstrom": [[0.175, -0.805, -0.165], [0.589, -0.234, 1.053], [-1.013, 1.275, -1.082], [-0.500, 0.268, -1.154], [0.997, -1.086, -0.800], [-0.656, -1.622, -0.208], [0.041, 0.279, 1.726], [1.775, -0.103, 1.127], [-1.408, 2.027, -0.498]], "gap_ev": [8.1, 10.5], "e_homo_ev": [-14.02, -17.99], "relative_energy_kj_mol": 77.6, "lumo_energy_ev": [-5.867, -7.540], "spin_multiplicity": 3, "charge": 1}

7.
{"formula": "C2H5N2O", "method": "ωB97M-V/def2-TZVPD", "species": ["C", "C", "N", "N", "O", "H", "H", "H", "H", "H"], "positions_angstrom": [[1.821, -1.021, -0.001], [-1.016, 0.272, -0.766], [1.175, -0.717, -0.993], [-1.144, 0.639, 0.683], [2.099, -1.102, 1.130], [-0.653, 1.142, -1.247], [1.209, -1.126, -1.934], [-1.475, 1.532, 0.996], [-0.192, 0.353, 0.878], [-1.825, 0.027, 1.252]], "gap_ev": [8.7, 8.7], "e_homo_ev": [-14.93, -14.93], "relative_energy_kj_mol": 496.3, "lumo_energy_ev": [-6.188, -6.188], "spin_multiplicity": 1, "charge": 1}

8.
{"formula": "C2H5N2O2", "method": "ωB97M-V/def2-TZVPD", "species": ["N", "C", "N", "H", "H", "H", "H", "O", "C", "O", "H"], "positions_angstrom": [[-0.650, 0.691, -0.552], [-1.488, -0.072, 0.156], [-2.748, -0.211, -0.081], [-1.070, 1.141, -1.347], [0.386, 0.623, -0.496], [-1.003, -0.552, 1.009], [-3.129, -0.858, 0.601], [2.176, 0.515, -0.826], [2.417, -0.186, 0.193], [1.747, -0.308, 1.228], [3.363, -0.784, 0.116]], "gap_ev": 9.1, "e_homo_ev": -4.73, "relative_energy_kj_mol": 0.8, "lumo_energy_ev": 4.363, "spin_multiplicity": 1, "charge": -1}

9.
{"formula": "C2H5N2O2", "method": "ωB97M-V/def2-TZVPD", "species": ["C", "C", "N", "N", "O", "O", "H", "H", "H", "H", "H"], "positions_angstrom": [[-0.508, -1.098, -0.037], [0.029, 0.345, 0.191], [-1.043, -0.918, -1.478], [-1.039, 1.020, -0.391], [-1.531, -1.682, -2.220], [-0.799, 1.950, -1.145], [0.402, -1.815, 0.186], [-1.396, -1.433, 0.524], [0.071, 0.716, 1.240], [1.073, 0.538, -0.219], [0.117, 2.215, -1.491]], "gap_ev": [7.5, 7.1], "e_homo_ev": [-14.37, -14.16], "relative_energy_kj_mol": 625.3, "lumo_energy_ev": [-6.909, -7.036], "spin_multiplicity": 1, "charge": 1}

10.
{"formula": "C2H5N2O2", "method": "ωB97M-V/def2-TZVPD", "species": ["O", "C", "N", "C", "N", "O", "H", "H", "H", "H", "H"], "positions_angstrom": [[1.691, -0.087, -0.559], [0.884, -0.118, 0.449], [-0.075, 1.058, 0.303], [-1.149, 0.592, -0.268], [-1.118, -0.703, -0.372], [0.004, -1.177, 0.314], [2.125, -1.024, -0.663], [1.224, -0.170, 1.518], [0.026, 2.062, 0.555], [-1.972, 1.131, -0.775], [-1.640, -1.564, -0.501]], "gap_ev": 11.4, "e_homo_ev": -15.35, "relative_energy_kj_mol": 119.0, "lumo_energy_ev": -3.948, "spin_multiplicity": 1, "charge": 1}

11.
{"formula": "C2H5N2O2", "method": "ωB97M-V/def2-TZVPD", "species": ["C", "C", "N", "N", "O", "O", "H", "H", "H", "H", "H"], "positions_angstrom": [[-0.954, -0.429, -1.178], [0.126, 1.158, 0.364], [-1.048, -1.743, -1.341], [1.182, 1.294, 1.497], [-1.421, 0.489, -1.702], [0.107, -0.053, 0.010], [-1.887, -2.191, -1.718], [-0.390, -2.396, -1.041], [0.907, 0.738, 2.269], [1.329, 2.279, 1.708], [2.047, 0.854, 1.134]], "gap_ev": 10.2, "e_homo_ev": -14.52, "relative_energy_kj_mol": 116.7, "lumo_energy_ev": -4.360, "spin_multiplicity": 1, "charge": 1}

12.
{"formula": "C2H5N2O2S", "method": "ωB97M-V/def2-TZVPD", "species": ["C", "C", "N", "N", "O", "O", "S", "H", "H", "H", "H", "H"], "positions_angstrom": [[0.820, 1.172, -0.766], [0.991, -0.293, -0.697], [0.500, 0.153, -1.856], [-1.288, 0.399, 1.622], [-0.563, -1.916, 2.037], [-1.856, -1.470, -0.012], [-0.964, -0.967, 0.989], [-0.117, 1.680, -0.478], [1.649, 1.818, -1.095], [2.038, -0.810, -0.777], [0.341, -0.718, 0.239], [-1.552, 0.951, 0.794]], "gap_ev": [7.4, 7.4], "e_homo_ev": [-3.84, -3.84], "relative_energy_kj_mol": 494.3, "lumo_energy_ev": [3.548, 3.548], "spin_multiplicity": 1, "charge": -1}